Entry from the OMol25 dataset: a 2-piece molecular cluster, C9H14 overall (ωB97M-V with the def2-TZVPD basis set).

Positions of all 23 atoms, in Å:
C  0.4866  -1.2454  1.6625
C  -1.0153  0.9470  -2.3840
C  0.6593  -0.4539  2.8427
C  1.1805  0.7964  2.7696
C  0.7046  -0.6383  0.3822
C  1.0992  0.6511  0.3164
C  0.1383  -2.6896  1.7622
C  1.4078  1.3731  1.5148
C  -1.7934  1.2343  -3.6743
H  -1.1189  1.2051  -4.5310
H  -2.3198  2.1852  -3.7025
H  -0.6449  1.8539  -1.8929
H  0.4104  -3.1925  0.8390
H  -1.6356  0.4197  -1.6660
H  1.8137  2.3715  1.3982
H  0.7372  -3.1321  2.5627
H  1.3778  1.3197  3.6950
H  -0.9480  -2.7932  1.8759
H  1.2673  1.1229  -0.6380
H  0.4216  -0.8804  3.8077
H  -2.5295  0.4509  -3.8325
H  0.4523  -1.2389  -0.4856
H  -0.1510  0.3334  -2.6220

As for the total energy: -351.00350 Eh. The expectation value of S² is 0.768. The charge is +1. For the frontier orbital gap (alpha / beta), the calculation gives 0.3759 / 0.2366 Ha. The calculation puts the LUMO energy (alpha / beta) at -4.42 / -8.21 eV. The spin multiplicity is 2. The energy relative to the best compared isomer or geometry (same formula, charge and spin) is 3.4 kcal/mol.

Entry from the OMol25 dataset: an isolated ion of composition C9H14FN2 and charge +1 in a non-equilibrium geometry (ωB97M-V with the def2-TZVPD basis set).

Positions of all 26 atoms, in Å:
F  0.1395  0.6159  2.3975
N  1.6651  -1.5528  -1.0848
N  0.4521  -2.7795  0.1428
C  -0.8020  0.9044  0.2031
C  0.5177  0.6948  -0.5233
C  -1.0420  2.4697  0.3327
C  0.0212  -1.5257  0.4379
C  -1.0689  -1.2704  1.5934
C  -0.9547  0.2458  1.6901
C  1.4296  -2.7987  -0.7783
C  0.7577  -0.7300  -0.4945
C  0.6226  1.4824  -1.9087
H  1.2471  1.3278  0.1404
H  -1.6244  0.4830  -0.3472
H  -0.6056  -1.7141  2.4652
H  1.8731  -3.5024  -1.3322
H  1.5758  1.1804  -2.2516
H  -1.0713  2.7661  -0.6214
H  2.2248  -1.1695  -1.9190
H  -1.9746  -1.6982  1.2585
H  -1.7547  0.7276  2.0900
H  -2.0363  2.6956  0.7546
H  -0.4524  2.8027  1.2042
H  -0.1789  1.3289  -2.5277
H  0.1574  -3.5140  0.6507
H  0.8820  2.5305  -1.5723

As for the total energy: -560.41961 Eh. The charge is +1. For the frontier orbital gap, the calculation gives 0.3800 Ha. The calculation puts the LUMO energy at -2.95 eV. The spin multiplicity is 1. The SMILES is C[C@@H]1[C@H](F)Cc2[nH]c[nH+]c2[C@H]1C. The energy relative to the best compared isomer or geometry (same formula, charge and spin) is 0.6 kcal/mol.

Entry from the OMol25 dataset: one molecule with the formula C9H14FN2P in a non-equilibrium geometry (ωB97M-V with the def2-TZVPD basis set).

Positions of all 27 atoms, in Å:
P  0.0333  0.3209  0.9656
F  -1.1022  -0.2422  1.9938
N  -0.3713  1.9187  0.8920
N  1.5784  -0.0765  1.5930
C  -0.3691  -0.5747  -0.5730
C  0.2884  -0.2380  -1.7208
C  -1.0121  -2.7033  -1.4033
C  1.7100  -1.4631  1.9950
C  0.7246  2.8503  1.0666
C  -0.8519  -1.8719  -0.3665
C  -1.5750  2.5070  0.2976
C  -0.3812  -2.3941  -2.6249
C  0.2500  -1.1341  -2.7844
H  1.5545  2.1608  1.5641
H  -2.5199  1.9556  0.4064
H  0.9601  -1.6197  2.7860
H  -1.6486  3.3962  0.8036
H  1.6060  -2.1531  1.1652
H  0.6163  0.8474  -1.6050
H  -0.4383  -3.0065  -3.5345
H  0.8316  -0.7427  -3.7829
H  -1.2164  -2.1678  0.6347
H  0.5675  3.8400  1.6397
H  2.6029  -1.6329  2.5633
H  -1.5051  -3.6986  -1.2699
H  1.0548  3.1572  0.0809
H  -1.3874  2.7651  -0.7823

As for the total energy: -902.01723 Eh. The charge is 0. For the frontier orbital gap, the calculation gives 0.3132 Ha. The calculation puts the LUMO energy at 0.72 eV. The spin multiplicity is 1. The SMILES is CN=[P@](F)(c1ccccc1)N(C)C. The energy relative to the best compared isomer or geometry (same formula, charge and spin) is 6.1 kcal/mol.

Entry from the OMol25 dataset: a 2-piece molecular cluster, C9H14IN3O overall in a non-equilibrium geometry (ωB97M-V with the def2-TZVPD basis set).

Positions of all 28 atoms, in Å:
I  -0.7939  -4.6534  -0.5809
O  -2.2619  2.3141  2.9991
N  -0.7863  0.6147  1.6537
N  1.1998  -0.6135  -1.6733
N  0.6732  0.8585  0.0764
C  1.4057  0.6064  -1.0465
C  1.0400  -3.6098  -2.9876
C  0.1025  -1.3550  -1.4065
C  0.8834  2.0569  0.8120
C  -0.2905  0.0724  0.5573
C  -0.0690  1.7873  2.0473
C  -0.7895  -1.1008  -0.2362
C  -1.1628  2.9103  2.2867
C  0.3763  -3.4570  -1.7701
H  0.3332  -3.7537  -3.7228
H  0.4836  1.6801  3.1105
H  1.7728  -0.9949  -2.4501
H  -2.9355  2.9511  2.7584
H  -1.4406  3.2278  1.1755
H  1.6461  -2.7873  -3.4217
H  1.6039  -4.4436  -2.8870
H  -0.8227  3.7184  3.0677
H  1.8813  2.3114  1.2797
H  -1.7108  0.5055  1.9944
H  -1.9195  -1.0842  -0.6364
H  1.8781  1.3514  -1.5385
H  -1.0007  -1.9436  0.4056
H  0.7037  2.8303  0.1332

As for the total energy: -887.68242 Eh. The charge is +2. For the frontier orbital gap (alpha / beta), the calculation gives 0.2221 / 0.2702 Ha. The calculation puts the LUMO energy (alpha / beta) at -8.91 / -8.12 eV. The spin multiplicity is 1. The energy relative to the best compared isomer or geometry (same formula, charge and spin) is 61.8 kcal/mol.

Entry from the OMol25 dataset: a 2-piece molecular cluster, C9H14N2 overall in a non-equilibrium geometry (ωB97M-V with the def2-TZVPD basis set).

Positions of all 25 atoms, in Å:
N  1.2835  1.6967  -1.9967
N  1.1927  0.5246  -1.2580
C  -0.1424  -1.1791  1.1501
C  -2.0142  2.0092  -0.3301
C  -1.6057  -1.4903  1.0078
C  -0.5320  -2.3991  0.5067
C  0.8201  -0.6615  2.1253
C  0.1597  2.3471  -1.7085
C  -0.6197  1.6650  -0.7515
C  2.2301  -0.4591  -1.2404
C  0.0963  0.5791  -0.5042
H  0.6622  0.4201  2.2734
H  -2.0179  3.1048  -0.5694
H  3.1107  0.0429  -1.6882
H  0.1124  3.3450  -2.2232
H  -2.1133  -0.8810  0.3043
H  -2.2096  -1.9829  1.7805
H  2.6421  -0.6994  -0.2054
H  1.9345  -0.9108  1.6520
H  -0.5393  -3.4232  1.0046
H  -2.9139  1.6229  -0.8444
H  0.8154  -1.1875  3.0292
H  -0.2241  -2.6687  -0.4787
H  -2.2196  2.0133  0.7602
H  2.0919  -1.4281  -1.7953

As for the total energy: -460.62193 Eh. The charge is 0. For the frontier orbital gap, the calculation gives 0.3156 Ha. The calculation puts the LUMO energy at 0.03 eV. The spin multiplicity is 1. The energy relative to the best compared isomer or geometry (same formula, charge and spin) is 144.7 kcal/mol.

Entry from the OMol25 dataset: one molecule with the formula C9H14N2O in a non-equilibrium geometry (ωB97M-V with the def2-TZVPD basis set).

Positions of all 26 atoms, in Å:
O  -0.5718  2.0684  0.0861
N  3.0077  1.0618  -0.8349
N  1.5280  -0.6742  0.8437
C  3.5418  0.0232  -0.4045
C  1.0370  0.3911  0.3971
C  -0.4572  0.7532  0.4841
C  -1.4705  -0.1988  -0.0912
C  1.7846  1.5806  -0.2164
C  -1.1326  -1.6305  -0.5661
C  -1.4661  0.0965  1.3797
C  -2.6365  0.3621  -0.8913
C  2.9262  -0.9092  0.6746
H  -1.0089  -1.9294  -1.6286
H  -0.9621  2.6049  0.7747
H  -3.6041  -0.0533  -0.5047
H  -2.3340  0.2160  -1.9666
H  3.2221  -1.9319  0.3233
H  3.6814  -0.7245  1.4282
H  4.3045  -0.5384  -0.9212
H  -2.0756  -2.2673  -0.2074
H  -2.9175  1.3908  -0.7798
H  1.3624  2.1897  -0.9639
H  2.0506  2.1499  0.6227
H  -0.4421  -2.0724  0.0297
H  -1.0631  -0.6993  2.1328
H  -2.2638  0.8441  1.6494

As for the total energy: -535.96044 Eh. The charge is 0. For the frontier orbital gap, the calculation gives 0.3339 Ha. The calculation puts the LUMO energy at 0.71 eV. The spin multiplicity is 1. The SMILES is CC1(C)C[C@@]1(O)C1=NCC=NC1. The energy relative to the best compared isomer or geometry (same formula, charge and spin) is 77.4 kcal/mol.

Entry from the OMol25 dataset: one molecule with the formula C9H14N2O2S in a non-equilibrium geometry (ωB97M-V with the def2-TZVPD basis set).

Positions of all 28 atoms, in Å:
S  -3.6162  -1.8564  0.2240
O  -1.1918  -0.9824  -0.1822
O  -2.2614  2.8358  0.0381
N  -0.6111  1.2568  -0.1543
N  -2.8550  0.6597  0.0582
C  -2.5451  -0.6442  0.0431
C  -1.9203  1.6918  -0.0930
C  -4.2973  1.0496  -0.0864
C  1.2163  -0.4138  -0.0689
C  2.5109  1.2566  1.2553
C  2.2881  0.5996  -0.0542
C  2.2597  -2.4102  -1.1467
C  1.5937  -1.8712  0.1057
C  -0.1153  -0.0900  -0.1322
H  2.9476  0.5696  1.9718
H  2.5243  -3.4428  -0.8914
H  2.2692  -2.0078  1.0045
H  1.5135  -2.4990  -1.9440
H  2.0106  1.4495  -0.7191
H  0.0640  1.9369  -0.4259
H  -4.8979  0.2789  -0.7563
H  0.8249  -2.4964  0.2813
H  -4.2787  2.1197  -0.3973
H  3.2073  0.2049  -0.4351
H  3.3597  -2.0263  -1.2717
H  -4.7680  1.0613  0.9395
H  1.6169  1.7246  1.6715
H  3.1516  2.0452  1.1659

As for the total energy: -1009.48302 Eh. The charge is 0. For the frontier orbital gap, the calculation gives 0.3286 Ha. The calculation puts the LUMO energy at 0.47 eV. The spin multiplicity is 1. The SMILES is CCC(CC)=C1NC(=O)N(C)C(=S)O1. The energy relative to the best compared isomer or geometry (same formula, charge and spin) is 48.8 kcal/mol.

Entry from the OMol25 dataset: one molecule with the formula C9H14N2O2S in a non-equilibrium geometry (ωB97M-V with the def2-TZVPD basis set).

Positions of all 28 atoms, in Å:
S  2.6771  1.1278  0.5928
O  0.6081  2.7361  0.9401
O  -0.3011  -2.3611  1.7920
N  -1.0266  1.0464  -0.7885
N  -0.1262  -2.0283  -0.3957
C  0.4440  1.0426  -0.9753
C  2.7941  -2.5077  -0.1150
C  1.1408  1.6380  0.2547
C  0.4471  -2.3841  0.8259
C  -1.4952  2.4295  -0.4806
C  1.9139  -2.6399  0.9221
C  -0.8272  2.9513  0.8292
C  -1.6173  -0.0373  0.0701
C  -1.4475  -1.4216  -0.5650
H  -2.6748  0.1904  0.2473
H  0.4745  -2.1396  -1.1935
H  -2.1914  -2.0871  -0.1161
H  3.8626  -2.7858  -0.0199
H  -1.3188  2.4604  1.6838
H  2.3092  -2.9777  1.8953
H  -1.1284  -0.0308  1.0753
H  0.7040  1.6794  -1.8180
H  -1.2590  3.0655  -1.3396
H  -2.5811  2.4527  -0.3921
H  0.8952  0.0636  -1.1937
H  -1.0306  4.0241  0.9644
H  -1.7229  -1.3915  -1.6129
H  2.4777  -2.1155  -1.0871

As for the total energy: -1009.45799 Eh. The charge is 0. For the frontier orbital gap, the calculation gives 0.3147 Ha. The calculation puts the LUMO energy at 0.24 eV. The spin multiplicity is 1. The SMILES is C=CC(=O)NCCN1CCOC(=S)C1. The energy relative to the best compared isomer or geometry (same formula, charge and spin) is 64.5 kcal/mol.